{"formula": "C3FGaO3", "method": "ωB97M-V with the def2-TZVPD basis set", "elements": ["C", "C", "O", "F", "Ga", "O", "C", "O"], "xyz": [[1.683774, -0.698060, -0.137298], [0.513775, -0.600123, -0.450135], [-0.663918, -0.286884, -0.841661], [2.822860, -1.226339, 0.205469], [1.760055, 2.548926, -0.033604], [-1.458853, -0.140158, 1.373791], [-1.822924, 0.024018, 0.226981], [-2.834769, 0.378621, -0.343546]], "forces_ev_per_angstrom": [[0.33, 1.09, 0.10], [-1.48, 0.58, -0.23], [1.51, -0.40, -0.51], [0.11, -0.32, 0.05], [-0.36, -1.14, -0.02], [0.78, -0.03, -0.62], [-2.28, 0.61, 1.55], [1.39, -0.40, -0.31]], "homo_lumo_gap_ev": 6.64, "max_force_ev_per_a": 2.826, "molar_mass_g_mol": 172.75, "total_energy_ha": -2364.52201, "spin_multiplicity": 1, "relative_energy_ev": 0.205}


{"formula": "C20H40F3N7O4S2Si4V", "method": "ωB97M-V with the def2-TZVPD basis set", "elements": ["V", "C", "C", "N", "C", "C", "S", "C", "C", "S", "C", "N", "C", "H", "H", "H", "H", "H", "H", "H", "H", "N", "N", "C", "N", "N", "N", "O", "O", "H", "H", "H", "H", "H", "F", "C", "F", "F", "C", "O", "O", "C", "Si", "C", "C", "Si", "Si", "C", "C", "C", "Si", "C", "C", "C", "H", "H", "H", "H", "H", "H", "H", "H", "H", "H", "H", "H", "H", "H", "H", "H", "H", "H", "H", "H", "H", "H", "H", "H", "H", "H", "H"], "xyz": [[1.473064, 0.192388, 0.641516], [0.254264, 0.837649, 4.027876], [1.522696, 0.083404, 3.843591], [2.107329, -0.128937, 2.691726], [3.343514, -0.725542, 2.845957], [3.680966, -1.005312, 4.126220], [2.428820, -0.492192, 5.171951], [4.131547, -0.894216, 1.630929], [5.351665, -1.461859, 1.487226], [5.857810, -1.321545, -0.139554], [4.406732, -0.519856, -0.543177], [3.598251, -0.356645, 0.473317], [4.120482, -0.097738, -1.941835], [-0.359964, 0.759186, 3.135618], [0.485441, 1.892387, 4.181421], [-0.304881, 0.473519, 4.888242], [4.584760, -1.458847, 4.495703], [5.960165, -1.934395, 2.239292], [5.013251, 0.308541, -2.415279], [3.344150, 0.662774, -1.934909], [3.780950, -0.956449, -2.522759], [0.970370, 0.331302, -3.471978], [1.333175, 1.666943, -3.337816], [1.446966, 2.244481, -2.112638], [1.864445, 3.525661, -2.092375], [1.109679, 1.576055, -1.037748], [1.660198, 2.028724, 0.215323], [2.453444, 3.002940, 0.349324], [0.613482, 1.837009, 1.152662], [1.742862, -0.223909, -3.819902], [0.170186, 0.239147, -4.084800], [1.503008, 2.237939, -4.152004], [2.328617, 3.892559, -2.906061], [2.189585, 3.833223, -1.171551], [3.191367, -3.194135, -1.503687], [2.026305, -3.574486, -0.940117], [1.158047, -3.798913, -1.932506], [2.238053, -4.714136, -0.301580], [1.535433, -2.451578, -0.000602], [1.596365, -2.600077, 1.206807], [1.154464, -1.395008, -0.605649], [-1.987898, 1.262562, -3.294132], [-2.170515, -0.288794, -2.242816], [-1.309203, -1.796320, -2.954025], [-4.016151, -0.666954, -2.196830], [-1.562887, 0.123708, 0.022557], [-1.954877, -1.852749, 1.309204], [-1.374886, -1.770818, 3.085706], [-1.378917, -3.452077, 0.522583], [-3.841099, -1.781519, 1.259073], [-2.337942, 2.291386, 0.651667], [-4.166077, 2.240139, 0.192450], [-2.221620, 2.732629, 2.467997], [-1.492518, 3.601312, -0.387182], [-2.002110, 0.980969, -4.352511], [-1.088420, 1.844674, -3.100890], [-2.850322, 1.913520, -3.134079], [-1.451806, -1.820258, -4.039013], [-1.763823, -2.706481, -2.560028], [-0.242888, -1.817609, -2.731764], [-4.330746, -0.676933, -3.246256], [-4.622137, 0.079411, -1.682403], [-4.246122, -1.647258, -1.783760], [-0.285435, -1.797845, 3.152909], [-1.758746, -2.657040, 3.599995], [-1.753844, -0.894455, 3.610602], [-0.442765, -3.795078, 0.964466], [-1.255228, -3.398674, -0.558718], [-2.143781, -4.205947, 0.730966], [-4.288384, -0.789675, 1.334474], [-4.190700, -2.360825, 2.119299], [-4.223969, -2.260899, 0.359293], [-4.724519, 1.434153, 0.671195], [-4.335792, 2.185769, -0.884594], [-4.599861, 3.182680, 0.541350], [-2.701845, 2.006746, 3.126353], [-2.764541, 3.677035, 2.579398], [-1.195528, 2.902137, 2.786913], [-1.328433, 3.294623, -1.420894], [-0.530719, 3.874499, 0.046824], [-2.130020, 4.490177, -0.401513]], "forces_ev_per_angstrom": [[0.51, 0.40, 0.04], [-0.01, 0.02, -0.01], [0.05, 0.08, 0.04], [-0.07, 0.01, -0.07], [0.02, -0.02, -0.01], [-0.06, 0.03, -0.04], [0.01, -0.01, -0.02], [0.05, 0.04, 0.11], [-0.03, 0.03, -0.07], [0.01, 0.01, 0.08], [0.02, 0.05, -0.07], [-0.11, -0.33, -0.03], [-0.02, 0.07, 0.01], [0.03, 0.03, 0.03], [0.02, 0.01, -0.01], [0.03, 0.01, 0.01], [-0.01, 0.00, 0.01], [0.02, 0.00, -0.02], [0.01, -0.01, 0.01], [0.02, -0.06, 0.00], [-0.03, 0.01, 0.01], [0.05, 0.08, -0.02], [0.04, -0.10, -0.10], [0.01, 0.14, -0.07], [-0.09, -0.04, -0.15], [0.12, -0.09, 0.01], [-0.47, -0.20, 0.10], [0.14, 0.23, 0.15], [-0.14, -0.37, 0.02], [-0.01, 0.04, -0.01], [0.05, 0.03, 0.03], [-0.02, -0.03, 0.02], [0.01, -0.02, -0.02], [0.00, -0.03, 0.04], [0.10, 0.04, -0.03], [-0.09, -0.03, -0.04], [-0.07, -0.02, -0.06], [-0.02, -0.06, 0.08], [0.06, -0.11, 0.13], [0.11, -0.06, 0.13], [0.04, 0.14, -0.13], [-0.07, -0.04, 0.03], [0.08, -0.11, -0.02], [0.00, 0.11, -0.01], [0.05, 0.05, -0.04], [-0.19, 0.25, -0.07], [0.20, -0.02, 0.15], [-0.06, -0.07, -0.08], [-0.09, 0.03, 0.04], [0.05, 0.00, 0.00], [0.08, 0.06, -0.01], [0.03, 0.04, 0.01], [-0.08, 0.02, -0.13], [-0.04, -0.04, 0.03], [-0.02, 0.01, 0.00], [-0.06, -0.05, 0.01], [0.03, 0.02, 0.02], [0.01, 0.01, -0.01], [-0.01, 0.00, 0.00], [-0.09, 0.01, 0.01], [-0.05, -0.01, 0.03], [0.04, -0.02, 0.00], [0.03, -0.03, 0.03], [-0.05, -0.01, -0.03], [0.01, -0.01, -0.02], [-0.04, -0.05, -0.03], [-0.11, 0.03, 0.01], [-0.01, 0.03, 0.01], [0.01, -0.01, -0.02], [0.05, 0.03, 0.02], [-0.02, 0.00, -0.02], [-0.02, 0.01, -0.02], [0.02, -0.01, 0.00], [0.04, -0.01, 0.03], [-0.02, -0.01, -0.02], [0.03, -0.04, 0.00], [0.01, -0.02, 0.04], [0.01, -0.03, -0.04], [-0.04, 0.00, 0.05], [-0.01, -0.01, 0.00], [0.01, 0.00, 0.01]], "homo_lumo_gap_ev": [6.53, 6.25], "max_force_ev_per_a": 0.652, "total_charge": 1, "molar_mass_g_mol": 727.00, "total_energy_ha": -4668.14539, "spin_multiplicity": 3}